1.
C21H28BF5N2O11S3 as an isolated structure at a distorted geometry, computed with wB97M-V/def2-TZVPD.

## Properties
LUMO, hartree: -0.030
E, eV: -94503.19349
HOMO, hartree: -0.333
Molar mass, g/mol: 686.5

```
! RIJCOSX wB97M-V def2-TZVPD def2/J DEFGRID3
* xyz 0 1
C 1.340 6.626 0.930
C 1.786 6.644 -0.558
O 0.722 7.007 -1.432
B 0.650 6.293 -2.617
O 0.578 7.013 -3.795
C 0.625 4.711 -2.753
C 0.007 3.824 -1.901
C -0.778 4.362 -0.727
C -2.269 4.362 -1.087
O -3.016 5.230 -0.738
C 0.072 2.371 -2.090
C -0.606 1.455 -1.065
C 0.478 0.573 -0.375
C 0.202 0.345 1.135
C 0.598 -1.056 1.543
F 0.087 -1.327 2.780
F 0.104 -2.018 0.724
C 2.135 -1.295 1.643
F 2.804 -0.246 2.122
F 2.334 -2.321 2.504
F 2.681 -1.663 0.484
C 0.727 1.814 -3.160
C 0.860 0.335 -3.488
C -0.452 -0.477 -3.489
C 1.388 2.721 -4.066
N 2.096 2.350 -5.126
S 2.663 3.701 -5.812
N 2.044 4.788 -4.799
C 1.353 4.149 -3.859
H 1.730 7.533 1.400
H 0.253 6.691 1.000
H 1.728 5.748 1.447
H 2.220 5.660 -0.777
H 2.612 7.359 -0.629
H 1.405 7.499 -3.901
H -0.677 3.763 0.182
H -0.546 5.389 -0.469
H -2.671 3.547 -1.726
H -1.365 0.838 -1.544
H -1.111 2.023 -0.289
H 0.666 -0.347 -0.922
H 1.400 1.161 -0.440
H -0.828 0.561 1.425
H 0.843 1.031 1.694
H 1.263 0.276 -4.501
H 1.638 -0.104 -2.855
H -0.473 -1.232 -4.276
H -1.333 0.161 -3.584
H -0.569 -1.012 -2.540
C 2.541 -5.846 2.641
C 1.230 -5.102 2.512
O 0.453 -5.879 1.598
S 0.831 -7.434 1.778
O -0.107 -8.070 2.629
O 1.159 -7.961 0.502
O 2.184 -7.228 2.624
H 3.191 -5.652 1.784
H 3.072 -5.603 3.558
H 1.364 -4.101 2.135
H 0.693 -5.064 3.464
C -4.510 -5.963 4.013
C -4.573 -4.492 3.659
O -3.388 -4.257 2.890
S -3.022 -5.580 2.049
O -3.527 -5.438 0.732
O -1.666 -5.908 2.302
O -3.978 -6.597 2.846
H -3.824 -6.145 4.844
H -5.487 -6.375 4.254
H -4.591 -3.851 4.536
H -5.438 -4.272 3.029
*
```

2.
C21H28Br4CsN5O6S3 as an isolated structure, computed with wB97M-V/def2-TZVPD.

## Properties
LUMO, hartree: 0.123
E, eV: -355194.68091
HOMO, hartree: -0.041
Relative energy (zero: lowest compared OMol25 entry of this formula, charge and spin), kcal/mol: 30.1
Molar mass, g/mol: 995.2

```
! RIJCOSX wB97M-V def2-TZVPD def2/J DEFGRID3
* xyz -2 1
Cs 0.676 -1.241 1.893
N 2.323 0.610 -1.371
C 3.050 -0.648 -1.616
C 2.198 -1.669 -2.345
N 1.117 -2.211 -1.532
C 0.400 -3.274 -2.214
C -0.680 -3.869 -1.320
N -1.737 -2.902 -1.032
H 2.960 1.235 -0.880
H 1.618 0.430 -0.655
H 3.420 -1.080 -0.682
H 3.910 -0.417 -2.254
H 2.842 -2.507 -2.636
H 1.811 -1.221 -3.282
H 0.450 -1.473 -1.322
H 1.124 -4.052 -2.480
H -0.067 -2.922 -3.151
H -0.216 -4.198 -0.385
H -1.086 -4.762 -1.810
H -1.810 -2.723 -0.033
H -2.640 -3.226 -1.351
Br 5.611 3.740 4.447
C 4.880 2.257 3.496
C 5.680 1.205 3.117
Br 7.542 1.204 3.523
C 5.104 0.119 2.427
Br 6.179 -1.351 1.850
C 3.741 0.023 2.109
O 3.232 -0.966 1.485
C 2.876 1.172 2.503
O 1.633 1.166 2.209
C 3.507 2.226 3.180
Br 2.370 3.695 3.629
C 0.272 2.053 -4.329
C -0.806 0.977 -4.338
S -0.953 0.107 -2.750
C -2.654 0.414 -2.236
C -2.989 1.841 -1.782
S -2.002 2.337 -0.343
C -0.972 3.718 -0.888
C 0.208 3.369 -1.790
S -0.199 3.615 -3.549
H 0.521 2.319 -5.360
H 1.186 1.677 -3.864
H -0.552 0.232 -5.097
H -1.770 1.406 -4.618
H -2.767 -0.280 -1.397
H -3.360 0.095 -3.008
H -4.048 1.889 -1.520
H -2.814 2.561 -2.583
H -0.593 4.117 0.056
H -1.592 4.497 -1.335
H 0.535 2.338 -1.649
H 1.050 4.017 -1.544
O -3.934 -2.622 5.519
C -4.390 -1.455 5.143
O -5.256 -0.858 5.760
C -3.812 -0.861 3.907
C -4.130 0.415 3.494
N -3.435 0.642 2.367
N -2.679 -0.394 1.995
C -2.889 -1.319 2.925
C -2.155 -2.649 2.880
O -2.199 -3.349 3.927
O -1.507 -2.896 1.860
H -3.187 -2.957 4.860
H -4.777 1.146 3.942
H -3.371 1.490 1.824
*
```

3.
C21H28CeN2P2 as an isolated structure at a distorted geometry, computed with wB97M-V/def2-TZVPD.

## Properties
LUMO (spin up / spin down), hartree: -0.130 / -0.131
E, eV: -56705.75873
HOMO (spin up / spin down), hartree: -0.362 / -0.362
Molar mass, g/mol: 510.5

```
! RIJCOSX wB97M-V def2-TZVPD def2/J DEFGRID3
* xyz 1 2
C 4.271 0.092 -0.619
C 2.967 -0.134 -0.977
C 2.408 -1.460 -0.694
C 3.005 -2.278 0.350
C 4.067 -1.629 1.069
C 4.757 -0.543 0.515
C 2.180 -3.309 0.854
C 0.919 -3.578 0.268
C 0.473 -2.666 -0.778
C -0.921 -2.627 -1.198
C -1.708 -3.713 -0.897
C -1.401 -4.484 0.209
C -0.180 -4.276 0.871
H 4.836 0.907 -1.061
H 4.362 -2.086 2.047
H 5.771 -0.336 0.887
H 2.083 -3.289 1.967
H -2.641 -3.842 -1.445
H -2.059 -5.311 0.480
H 0.039 -4.826 1.777
N 1.411 -1.984 -1.453
Ce -0.592 0.665 1.835
C 2.098 0.953 -1.631
H 1.473 0.565 -2.458
H 2.734 1.770 -2.022
C -1.470 -1.391 -1.944
H -0.780 -1.021 -2.760
H -2.488 -1.596 -2.374
P 0.966 1.744 -0.376
P -1.729 0.061 -0.763
C -3.341 -0.459 0.002
H -3.745 0.348 0.632
H -3.996 -0.639 -0.855
H -3.224 -1.388 0.580
C -2.299 1.234 -2.035
H -3.283 0.880 -2.369
H -2.381 2.236 -1.597
H -1.585 1.229 -2.873
C 2.239 2.653 0.595
H 2.846 3.224 -0.125
H 1.771 3.352 1.307
H 2.883 1.954 1.139
C 0.387 3.143 -1.412
H -0.329 3.755 -0.846
H 1.268 3.754 -1.663
H -0.088 2.785 -2.332
H -0.002 0.291 3.499
H -1.166 -1.131 1.710
C -3.767 4.128 3.001
C -2.934 3.035 2.551
N -2.283 2.147 2.131
H -4.737 3.643 3.344
H -3.888 4.810 2.082
H -3.200 4.637 3.855
*
```

4.
C21H28Cl3O4Zn as an isolated structure at a distorted geometry, computed with wB97M-V/def2-TZVPD.

## Properties
LUMO, hartree: 0.073
E, eV: -116406.04887
HOMO, hartree: -0.139
Molar mass, g/mol: 516.2

```
! RIJCOSX wB97M-V def2-TZVPD def2/J DEFGRID3
* xyz -1 1
O 0.632 1.914 -3.531
C 1.880 1.572 -4.231
C 1.775 2.711 -5.239
H 1.794 0.569 -4.668
H 2.753 1.631 -3.566
C 0.451 3.000 -4.475
H 1.636 2.374 -6.272
H 2.550 3.477 -5.136
C -0.729 2.770 -5.384
H -0.639 1.794 -5.871
H -0.739 3.540 -6.163
H -1.674 2.823 -4.839
C 0.409 4.332 -3.771
H 1.278 4.458 -3.118
H -0.496 4.426 -3.159
H 0.406 5.141 -4.509
Zn -0.622 -1.115 2.095
C -0.533 -0.047 5.019
C 0.250 -1.150 4.624
C 1.029 -0.762 3.468
H 0.298 -2.114 5.118
C 0.682 0.613 3.170
C -0.251 1.045 4.154
H -0.630 2.053 4.261
H -1.214 -0.037 5.867
H 1.896 -1.282 3.064
H 1.187 1.240 2.434
C -3.365 -1.896 3.586
C -3.078 -0.536 3.353
C -2.640 -0.378 1.994
H -3.184 0.271 4.074
C -2.660 -1.711 1.390
C -3.134 -2.619 2.385
H -3.347 -3.674 2.244
H -3.751 -2.298 4.518
H -2.548 0.557 1.440
H -2.550 -1.913 0.324
O 0.051 -0.573 -0.053
C 0.012 0.848 -0.391
C 1.400 1.164 -0.942
H -0.280 1.436 0.498
H -0.749 0.993 -1.182
C 1.675 -0.130 -1.704
H 2.141 1.279 -0.125
H 1.394 2.046 -1.580
C 1.259 -1.148 -0.666
H 2.696 -0.218 -2.075
H 0.981 -0.165 -2.555
H 2.054 -1.192 0.098
H 1.027 -2.157 -1.036
Cl -0.694 -6.312 2.069
C 0.700 -5.237 2.297
Cl 1.764 -5.783 3.626
Cl 1.655 -5.104 0.794
C 0.077 -3.834 2.686
O -0.524 -3.791 3.776
O 0.237 -2.902 1.817
*
```

5.
A 4-piece molecular cluster, C21H28F9N2O7 overall, computed with wB97M-V/def2-TZVPD.

## Properties
LUMO, hartree: -0.162
E, eV: -63995.70867
HOMO, hartree: -0.445
Molar mass, g/mol: 591.4

```
! RIJCOSX wB97M-V def2-TZVPD def2/J DEFGRID3
* xyz 1 1
C -1.787 2.374 3.114
N -1.434 3.334 2.071
C -1.075 2.723 0.778
C -2.366 4.398 1.969
O -2.159 5.479 2.448
C -3.726 4.246 1.219
C -4.426 2.929 1.305
C -4.178 1.821 0.517
C -4.875 0.643 0.726
C -5.832 0.568 1.736
C -6.064 1.680 2.496
N -5.374 2.808 2.261
H -1.947 2.885 4.062
H -2.670 1.759 2.886
H -0.953 1.686 3.246
H -1.228 1.643 0.791
H -1.644 3.143 -0.051
H -0.012 2.880 0.603
H -4.362 5.000 1.683
H -3.617 4.552 0.178
H -3.427 1.890 -0.251
H -4.649 -0.209 0.098
H -6.371 -0.350 1.914
H -6.782 1.689 3.302
H -5.554 3.614 2.848
C 3.670 0.008 0.105
C 3.225 -0.310 1.514
O 1.796 -0.550 1.570
C 1.399 -1.754 1.196
O 2.070 -2.667 0.824
C -0.132 -1.853 1.347
F -0.740 -0.763 0.842
F -0.469 -1.936 2.641
F -0.610 -2.917 0.721
H 3.096 0.850 -0.287
H 4.725 0.267 0.087
H 3.512 -0.840 -0.559
H 3.394 0.536 2.177
H 3.750 -1.168 1.926
C -4.153 0.403 -6.482
C -4.577 0.450 -5.032
O -3.447 0.254 -4.145
C -2.685 1.310 -3.932
O -2.827 2.416 -4.359
C -1.541 0.933 -2.969
F -0.973 -0.223 -3.293
F -2.029 0.815 -1.708
F -0.606 1.872 -2.943
H -3.636 -0.532 -6.697
H -5.029 0.475 -7.125
H -3.481 1.225 -6.723
H -5.258 -0.365 -4.798
H -5.070 1.389 -4.784
C 7.218 -6.378 0.329
C 8.227 -5.288 0.045
O 7.605 -3.982 0.041
C 7.387 -3.440 1.224
O 7.644 -3.895 2.298
C 6.758 -2.043 1.040
F 5.762 -2.065 0.146
F 7.678 -1.172 0.612
F 6.270 -1.594 2.195
H 6.395 -6.330 -0.385
H 7.695 -7.354 0.249
H 6.802 -6.278 1.330
H 8.650 -5.398 -0.950
H 9.045 -5.296 0.764
*
```

6.
C21H28N2O3 in the gas phase, computed with wB97M-V/def2-TZVPD.

## Properties
LUMO, hartree: 0.024
E, eV: -31353.68354
HOMO, hartree: -0.323
Relative energy (zero: lowest compared OMol25 entry of this formula, charge and spin), kcal/mol: 70.3
Structure (SMILES): C=CCOc1cccc(C(=O)N2CCC(CCC(=O)NC3CC3)CC2)c1
Molar mass, g/mol: 356.5

```
! RIJCOSX wB97M-V def2-TZVPD def2/J DEFGRID3
* xyz 0 1
C -4.548 0.299 1.584
C -4.456 0.305 0.268
C -3.169 0.179 -0.487
O -3.364 -0.741 -1.543
C -2.338 -0.967 -2.407
C -2.594 -1.870 -3.440
C -1.615 -2.162 -4.367
C -0.362 -1.574 -4.282
C -0.099 -0.687 -3.251
C 1.214 0.030 -3.126
O 1.394 1.119 -3.639
N 2.161 -0.603 -2.396
C 1.955 -1.833 -1.670
C 1.768 -1.533 -0.181
C 2.970 -0.753 0.359
C 2.828 -0.426 1.851
C 1.520 0.266 2.230
C 1.595 0.858 3.625
O 2.602 0.894 4.299
N 0.427 1.373 4.090
C -0.824 1.407 3.413
C -1.760 2.540 3.694
C -1.078 2.457 2.363
C 3.195 0.500 -0.493
C 3.339 0.123 -1.969
C -1.084 -0.377 -2.319
H -3.682 0.186 2.215
H -5.493 0.412 2.086
H -5.330 0.407 -0.358
H -2.894 1.165 -0.899
H -2.363 -0.162 0.179
H -3.571 -2.322 -3.496
H -1.829 -2.856 -5.167
H 0.403 -1.799 -5.008
H 1.084 -2.355 -2.070
H 2.838 -2.466 -1.813
H 1.646 -2.467 0.370
H 0.858 -0.944 -0.065
H 3.859 -1.388 0.252
H 3.656 0.216 2.157
H 2.909 -1.349 2.429
H 1.299 1.083 1.541
H 0.687 -0.437 2.199
H 0.474 1.787 5.012
H -1.262 0.425 3.250
H -2.817 2.333 3.749
H -1.429 3.302 4.383
H -1.665 2.192 1.498
H -0.287 3.164 2.163
H 4.093 1.022 -0.160
H 2.349 1.182 -0.395
H 3.423 1.015 -2.593
H 4.220 -0.508 -2.119
H -0.852 0.338 -1.543
*
```

7.
C21H28N2O4 in the gas phase, computed with wB97M-V/def2-TZVPD.

## Properties
LUMO, hartree: 0.010
E, eV: -33402.03822
HOMO, hartree: -0.307
Relative energy (zero: lowest compared OMol25 entry of this formula, charge and spin), kcal/mol: 50.9
Structure (SMILES): O=C(CN1CCC(C(=O)c2ccc3c(c2)OCCO3)CC1)NC1CCCC1
Molar mass, g/mol: 372.5

```
! RIJCOSX wB97M-V def2-TZVPD def2/J DEFGRID3
* xyz 0 1
O -4.229 -1.962 1.113
C -3.582 -1.251 0.368
C -4.137 0.020 -0.280
N -3.135 1.058 -0.215
C -3.234 2.062 -1.251
C -2.163 3.143 -1.040
C -1.026 2.673 -0.128
C -0.221 1.531 -0.730
O -0.657 0.793 -1.587
C 1.162 1.347 -0.215
C 1.690 2.008 0.897
C 2.989 1.773 1.294
C 3.799 0.880 0.600
C 3.271 0.187 -0.497
C 1.969 0.436 -0.894
O 4.003 -0.742 -1.187
C 5.157 -1.167 -0.495
C 5.901 0.039 0.076
O 5.089 0.717 1.011
C -1.594 2.239 1.242
C -3.010 1.665 1.091
N -2.311 -1.481 0.004
C -1.520 -2.585 0.490
C -0.213 -2.085 1.147
C 0.930 -2.764 0.389
C 0.341 -3.032 -0.992
C -1.072 -3.500 -0.665
H -5.087 0.291 0.207
H -4.345 -0.206 -1.330
H -4.233 2.537 -1.271
H -3.076 1.560 -2.208
H -1.753 3.445 -2.005
H -2.611 4.025 -0.578
H -0.341 3.514 0.015
H 1.098 2.707 1.463
H 3.412 2.282 2.145
H 1.576 -0.089 -1.751
H 5.770 -1.706 -1.217
H 4.874 -1.840 0.326
H 6.802 -0.266 0.612
H 6.171 0.719 -0.743
H -0.945 1.482 1.683
H -1.620 3.095 1.919
H -3.763 2.460 1.237
H -3.181 0.902 1.853
H -1.867 -0.801 -0.600
H -2.161 -3.118 1.197
H -0.147 -1.002 1.027
H -0.186 -2.306 2.213
H 1.190 -3.710 0.867
H 1.822 -2.140 0.351
H 0.910 -3.768 -1.558
H 0.300 -2.105 -1.565
H -1.753 -3.427 -1.511
H -1.053 -4.537 -0.326
*
```

8.
C21H28N2O4S2 in the gas phase at a distorted geometry, computed with wB97M-V/def2-TZVPD.

## Properties
LUMO, hartree: 0.021
E, eV: -55071.35480
HOMO, hartree: -0.303
Relative energy (zero: lowest compared OMol25 entry of this formula, charge and spin), kcal/mol: 26.9
Structure (SMILES): O=S(=O)(c1cccs1)N1CCN(C[C@H](O)CO[C@H]2CCCc3ccccc32)CC1
Molar mass, g/mol: 436.6

```
! RIJCOSX wB97M-V def2-TZVPD def2/J DEFGRID3
* xyz 0 1
O -6.214 -0.333 -0.048
S -5.034 -0.767 0.638
O -5.130 -1.784 1.642
C -3.914 -1.373 -0.607
C -3.888 -1.041 -1.926
C -2.876 -1.725 -2.632
C -2.165 -2.562 -1.831
S -2.722 -2.541 -0.204
N -4.383 0.568 1.364
C -4.336 1.800 0.617
C -3.004 1.965 -0.118
N -1.907 1.850 0.829
C -0.619 2.198 0.263
C -0.263 1.564 -1.105
O -0.561 0.190 -1.164
C 1.241 1.751 -1.377
O 1.911 0.887 -0.486
C 3.091 0.251 -0.966
C 4.317 1.152 -0.820
C 4.663 1.289 0.656
C 5.119 -0.062 1.194
C 4.138 -1.154 0.873
C 4.160 -2.337 1.604
C 3.280 -3.366 1.331
C 2.356 -3.228 0.309
C 2.330 -2.061 -0.431
C 3.216 -1.023 -0.161
C -1.927 0.560 1.503
C -3.255 0.388 2.243
H -4.579 -0.341 -2.360
H -2.689 -1.596 -3.682
H -1.345 -3.197 -2.101
H -5.172 1.783 -0.082
H -4.469 2.625 1.324
H -2.961 2.958 -0.570
H -2.934 1.208 -0.914
H 0.150 1.912 0.984
H -0.592 3.286 0.139
H -0.843 2.037 -1.903
H 0.145 -0.250 -0.663
H 1.537 2.796 -1.218
H 1.462 1.474 -2.416
H 2.948 -0.006 -2.030
H 5.153 0.708 -1.364
H 4.101 2.128 -1.261
H 3.772 1.619 1.194
H 5.448 2.034 0.799
H 6.084 -0.322 0.746
H 5.266 -0.011 2.275
H 4.879 -2.444 2.405
H 3.311 -4.273 1.916
H 1.660 -4.024 0.090
H 1.616 -1.951 -1.236
H -1.108 0.537 2.225
H -1.795 -0.273 0.798
H -3.337 -0.610 2.674
H -3.330 1.136 3.040
*
```

> Which formula does entry 3 have?

C21H28CeN2P2